Computed, not measured: a structure of composition C33H46CaCl3N3O5S5Si in a non-equilibrium geometry, with the ωB97M-V functional and the def2-TZVPD basis.

Structure (XYZ):
```
97
Properties=species:S:1:pos:R:3:forces:R:3:lowdin_charge:R:1
Ca 2.3625 -0.2279 0.5300 0.750 0.189 1.108 0.8396
S 3.1239 1.2265 2.9580 -0.049 0.103 -0.173 0.4139
C 4.0204 2.1870 1.7883 -0.010 -0.048 0.018 -0.7851
C 3.7160 3.5429 1.5771 -0.026 -0.004 0.020 -0.1333
C 4.3985 4.3128 0.6547 -0.015 -0.008 0.015 -0.1087
C 5.4291 3.7600 -0.0991 -0.014 -0.005 0.026 -0.1083
C 5.7596 2.4310 0.0886 -0.016 -0.039 0.011 -0.1137
C 5.0586 1.6465 1.0050 0.030 0.058 -0.031 -0.5811
S 5.4611 -0.0706 1.2341 -0.257 -0.125 -0.162 0.8928
C 5.7724 -0.5852 -0.4828 0.068 -0.018 0.149 -0.4111
C 5.1216 -1.8983 -0.8225 -0.079 0.092 0.086 -0.3425
C 5.8021 -2.7680 -1.6632 0.046 -0.047 -0.026 -0.0335
C 5.1379 -3.8672 -2.1650 0.001 0.010 -0.031 -0.0527
C 3.8268 -4.0799 -1.7837 -0.007 -0.040 -0.018 -0.0439
C 3.2303 -3.2016 -0.8916 0.019 0.067 0.043 -0.3117
C 1.8358 -3.5115 -0.4186 -0.042 0.020 0.046 -0.3892
S 0.6338 -2.1711 -0.2017 -0.302 -0.072 -0.372 0.8007
C 0.2677 -1.6228 -1.8667 -0.030 -0.110 -0.004 -0.5021
C -0.3257 -2.5713 -2.7041 0.056 0.017 0.038 -0.1408
C -0.6850 -2.2684 -4.0013 0.024 0.064 -0.004 -0.1414
C -0.4573 -0.9718 -4.4589 -0.037 -0.019 0.011 -0.1321
C 0.0927 -0.0238 -3.6249 0.026 0.060 0.054 -0.1470
C 0.4677 -0.2933 -2.2907 0.044 0.080 -0.030 -0.6805
S 1.0801 1.0631 -1.3445 -0.318 -0.147 -0.425 0.4538
N 3.8700 -2.1280 -0.4058 -0.147 -0.107 -0.337 0.0738
H 2.9034 3.9664 2.1538 -0.005 0.003 -0.011 0.0902
H 4.1171 5.3495 0.5100 -0.008 -0.002 0.007 0.0918
H 5.9602 4.3528 -0.8329 0.001 -0.004 0.000 0.0912
H 6.5596 1.9903 -0.4932 -0.008 -0.005 0.000 0.1032
H 6.8380 -0.6452 -0.6919 0.018 0.020 -0.018 0.0802
H 5.3448 0.1546 -1.1622 -0.024 -0.022 -0.042 0.0737
H 6.8057 -2.5242 -1.9795 -0.007 0.019 -0.009 0.1149
H 5.6208 -4.5267 -2.8758 0.004 -0.003 0.016 0.1089
H 3.2552 -4.9083 -2.1813 0.005 0.015 0.005 0.1088
H 1.8876 -3.9088 0.6000 0.042 -0.067 -0.022 0.0780
H 1.3978 -4.2768 -1.0578 0.026 -0.051 0.020 0.0683
H -0.5140 -3.5644 -2.3096 0.000 0.003 0.003 0.0942
H -1.1347 -3.0188 -4.6397 0.000 0.001 0.001 0.0877
H -0.7130 -0.7015 -5.4771 0.005 0.007 0.000 0.0957
H 0.2637 0.9825 -3.9855 0.003 -0.012 -0.013 0.0895
N 2.1502 -2.6641 3.9084 0.065 -0.113 -0.057 -0.0731
N 1.6756 -1.8938 2.7950 -0.034 0.383 -0.147 -0.1388
H 1.8034 -2.2624 4.7756 0.049 0.016 -0.023 0.0572
H 3.1584 -2.5604 3.9207 -0.032 -0.008 -0.024 0.0527
H 1.7021 -0.9030 3.0399 -0.151 -0.021 0.066 -0.0492
H 0.6923 -2.1028 2.6402 0.026 -0.089 0.095 -0.0183
Cl 5.3507 -1.8926 -6.1136 -0.064 0.022 0.029 0.5138
C 4.0702 -1.1754 -5.0909 -0.067 -0.069 -0.148 -1.4656
Cl 2.7961 -2.3898 -4.8550 0.049 0.015 -0.030 0.5959
Cl 3.3679 0.2225 -5.9597 0.042 -0.061 -0.003 0.5498
C 4.6245 -0.6374 -3.6934 0.191 0.124 -0.047 -0.8608
O 5.8436 -0.4244 -3.6615 -0.028 -0.036 0.016 -0.0587
O 3.7310 -0.4830 -2.8612 0.001 -0.021 0.150 -0.0561
C -4.3305 -1.8802 3.7708 0.068 -0.054 0.029 -0.0363
C -4.4827 -0.3867 3.4986 0.109 0.049 0.156 -0.6805
C -3.5587 0.4117 4.4149 0.011 0.069 0.071 -0.0580
C -5.9287 0.0538 3.7088 -0.051 0.001 0.068 -0.0413
O -4.1948 -0.1666 2.1400 -0.084 -0.006 -0.373 -0.1745
Si -2.8723 0.4718 1.3499 0.085 -0.026 -0.032 -0.1858
S -1.0656 -0.2868 1.8833 0.135 0.048 0.246 0.2993
O -3.1820 0.1475 -0.2426 0.002 0.020 0.076 -0.1609
C -4.3669 -0.0312 -0.9905 0.032 0.015 0.022 -0.6561
C -5.4476 0.9712 -0.5851 -0.022 0.013 0.024 -0.0311
C -3.9684 0.1818 -2.4470 -0.022 0.022 -0.065 -0.0264
C -4.8651 -1.4614 -0.7894 0.002 -0.036 0.034 -0.0286
O -3.1242 2.1010 1.6189 -0.037 -0.032 -0.082 -0.1632
C -2.3905 3.2354 1.1615 0.055 -0.096 0.067 -0.6616
C -1.1028 3.3797 1.9675 0.019 -0.024 0.006 -0.0430
C -2.0725 3.1240 -0.3247 0.002 -0.015 -0.028 -0.0398
C -3.3031 4.4299 1.4126 -0.053 0.060 0.010 -0.0470
H -4.5471 -2.1178 4.8169 -0.010 0.003 -0.020 0.0763
H -3.3067 -2.1794 3.5390 -0.008 0.007 0.007 0.0771
H -5.0103 -2.4458 3.1296 -0.001 -0.007 -0.003 0.0780
H -3.8265 0.2241 5.4585 0.031 0.019 0.031 0.0784
H -3.6552 1.4797 4.2074 -0.020 -0.026 0.002 0.0804
H -2.5152 0.1352 4.2455 -0.094 -0.022 0.023 0.0389
H -6.2405 -0.1061 4.7455 -0.008 0.003 -0.026 0.0757
H -6.5917 -0.5109 3.0492 0.007 -0.001 -0.005 0.0780
H -6.0233 1.1144 3.4684 -0.003 -0.004 0.008 0.0841
H -5.0452 1.9849 -0.6206 -0.015 -0.002 -0.018 0.0715
H -5.7929 0.7801 0.4329 0.033 -0.003 -0.047 0.0744
H -6.2945 0.9030 -1.2741 -0.023 0.005 0.020 0.0786
H -3.6826 1.2230 -2.6118 0.016 -0.016 0.007 0.0803
H -4.7972 -0.0680 -3.1166 0.015 0.013 -0.010 0.0784
H -3.1075 -0.4449 -2.6887 -0.026 0.002 0.007 0.0789
H -5.0314 -1.6425 0.2731 -0.019 0.010 -0.013 0.0711
H -4.1095 -2.1635 -1.1474 -0.009 -0.002 0.003 0.0862
H -5.7989 -1.6301 -1.3350 0.023 -0.005 -0.013 0.0773
H -0.4800 2.4934 1.8463 0.009 0.005 0.000 0.0383
H -1.3356 3.4882 3.0302 0.008 -0.002 -0.015 0.0847
H -0.5401 4.2562 1.6336 -0.016 0.004 0.018 0.0813
H -1.4120 2.2798 -0.5257 0.021 -0.026 -0.003 0.0390
H -1.5693 4.0321 -0.6675 -0.009 -0.003 -0.008 0.0872
H -2.9922 2.9895 -0.8998 0.030 0.022 0.002 0.0687
H -3.5781 4.4703 2.4692 0.011 0.006 -0.014 0.0778
H -4.2172 4.3340 0.8214 0.006 0.003 0.011 0.0754
H -2.8016 5.3625 1.1406 -0.014 -0.004 0.000 0.0777
```
Forces are in eV/Å.

As for the charge: -2. The largest force on an atom comes out at 1.35 eV Å⁻¹. As for the spin multiplicity: 1. The HOMO energy is -0.081 Ha. The calculation puts the energy relative to the best compared isomer or geometry (same formula, charge and spin) at 0.00 kcal/mol.



Computed, not measured: a structure of composition C33H46FeNP3 in a non-equilibrium geometry, with the ωB97M-V functional and the def2-TZVPD basis.

Structure (XYZ):
```
84
Properties=species:S:1:pos:R:3:forces:R:3:lowdin_charge:R:1
P 0.4409 -1.6163 -2.8454 -2.253 0.650 -2.005 0.8476
P 1.2870 0.9733 -3.9800 -0.445 1.753 -2.909 0.9260
C 0.2207 -1.3974 -4.7370 0.005 -0.370 0.658 -0.3947
C 1.2205 -0.3922 -5.2814 0.441 0.031 0.318 -0.4188
H -0.8194 -1.1110 -4.9720 0.299 0.110 0.415 0.0785
H 0.3237 -2.3996 -5.1660 0.207 0.038 -0.172 0.0691
H 2.2070 -0.8384 -5.4018 -0.029 -0.082 -0.101 0.0641
H 0.9048 -0.0036 -6.2515 0.164 0.017 0.117 0.0712
C 0.0009 1.9302 -5.0573 -0.168 0.106 0.223 -0.2738
H -0.1150 2.9692 -4.7145 -0.107 -0.306 0.101 0.0483
H -0.9855 1.4455 -5.0816 0.234 0.158 0.203 0.0240
H 0.3535 1.9738 -6.1032 0.067 -0.070 0.525 0.0361
C 2.5911 2.1288 -4.6281 0.340 -0.044 -0.138 -0.3020
H 2.3080 2.5453 -5.6086 0.298 -0.253 0.326 0.0301
H 3.5660 1.6357 -4.7066 -0.011 0.199 0.095 0.0290
H 2.6563 2.9672 -3.9185 0.122 -0.267 -0.164 0.0362
C -0.9072 -2.9316 -2.7791 0.866 -0.921 0.372 -0.2370
H -0.8567 -3.4513 -1.8169 -0.174 0.024 -0.353 0.0167
H -0.7914 -3.6584 -3.5919 0.037 -0.029 0.188 0.0381
H -1.9210 -2.5179 -2.8807 0.614 0.411 -0.043 0.0322
C 2.4208 -1.6859 -3.0383 0.609 -1.256 -0.977 -0.3155
H 2.9446 -0.8043 -3.4027 -0.006 -0.253 -0.409 0.0164
H 2.4449 -2.5017 -3.7409 0.598 -0.358 -0.112 0.0654
H 2.9062 -2.0478 -2.1016 0.615 -0.472 -0.553 0.0367
Fe 1.7738 -0.9470 -1.3509 -2.338 0.135 2.832 0.1450
C -1.6956 3.5432 -1.6751 -0.334 0.099 0.604 -0.1028
C -2.5000 4.0863 -2.5789 0.571 0.498 0.283 -0.1184
C -3.5621 3.5041 -3.4569 -0.249 -0.099 -0.377 -0.1865
C -4.1079 2.0747 -3.2206 -0.313 0.126 -0.810 -0.1773
C -3.2121 0.9768 -3.7395 -3.810 2.585 -3.320 -0.1424
C -2.4250 0.3703 -2.8739 4.995 -2.673 4.104 -0.1250
C -1.2339 1.1021 -2.2476 -0.503 -0.139 -1.185 -0.2444
C -1.6187 2.1310 -1.2123 0.286 0.021 0.647 -0.2051
C 1.2330 -2.7935 -0.7363 0.664 -0.593 0.682 -0.2528
H -1.0067 4.1673 -1.0768 -0.435 0.160 -0.759 0.1074
H -2.3288 5.1538 -2.7197 -0.266 -0.029 -0.201 0.0969
H -3.1711 3.5202 -4.4779 -0.172 0.256 -0.185 0.1073
H -4.4231 4.1906 -3.4104 0.226 -0.122 -0.168 0.1097
H -4.3014 1.9898 -2.1575 -0.130 -0.395 0.233 0.1082
H -5.0546 1.9846 -3.7758 0.015 0.301 0.303 0.1072
H -3.3189 0.6407 -4.7841 0.121 0.539 0.245 0.1154
H -2.5501 -0.6545 -2.5378 -0.437 0.038 0.312 0.0835
H -0.7035 1.6161 -3.0649 -0.557 -0.087 0.823 0.0117
H -0.5130 0.4439 -1.7857 -0.257 -0.335 0.061 0.0040
H -2.4932 1.7954 -0.6302 0.263 0.262 -0.266 0.1082
H -0.7865 2.1584 -0.5056 -0.309 -0.378 -0.363 0.0694
H 2.0794 -2.8496 -0.0128 -0.544 -0.387 -0.273 0.0135
H 1.2923 -3.6675 -1.4281 0.042 0.489 0.520 0.0221
H 0.2818 -2.8180 -0.1681 0.634 0.140 -0.400 0.0179
N 1.0631 -0.2599 0.1997 -0.135 0.943 1.154 -0.2806
P 0.7001 0.3878 1.5504 0.464 -0.572 -0.436 0.7450
C 1.9750 1.5080 2.1767 0.339 0.413 0.372 -0.2806
C 3.2628 1.4058 1.6500 0.261 0.454 0.129 -0.0812
C 4.2665 2.2886 2.0727 -0.437 0.079 0.335 -0.0777
C 3.9590 3.2727 3.0267 0.491 -0.152 -0.340 -0.0948
C 2.6849 3.3560 3.5733 -0.159 0.006 0.197 -0.0834
C 1.7058 2.4518 3.1764 0.515 0.155 -0.166 -0.1060
C -0.8210 1.3699 1.6706 -0.532 0.947 -0.029 -0.3205
C -2.0406 0.6900 1.7716 0.133 0.146 0.151 -0.0927
C -3.2398 1.3861 1.8398 0.031 0.777 0.079 -0.0770
C -3.2495 2.7915 1.7552 0.200 -0.756 0.075 -0.0773
C -2.0442 3.4707 1.6302 0.103 0.541 0.022 -0.0921
C -0.8327 2.7822 1.6225 -0.262 -0.709 0.028 -0.1117
C 0.4348 -0.6084 3.0807 -0.077 -0.391 0.079 -0.2691
C 0.8863 -1.9295 3.1864 -0.264 0.154 0.448 -0.0655
C 0.7133 -2.6255 4.3977 -0.034 0.340 -0.215 -0.0806
C 0.1000 -2.0061 5.4968 0.152 -0.268 -0.268 -0.0918
C -0.3647 -0.7002 5.3789 0.049 0.322 -0.443 -0.0807
C -0.2010 -0.0052 4.1802 0.196 -0.556 0.139 -0.0950
H 3.4653 0.6405 0.9005 -0.085 0.219 0.116 0.0796
H 5.2773 2.2179 1.6670 -0.309 0.011 0.108 0.1001
H 4.7317 3.9761 3.3466 -0.229 -0.219 -0.126 0.1013
H 2.4400 4.1292 4.3128 0.188 -0.371 -0.298 0.1086
H 0.7236 2.5181 3.6223 0.080 0.009 -0.023 0.0871
H -2.0410 -0.3949 1.8625 -0.012 0.158 -0.116 0.1183
H -4.1721 0.8584 1.9896 -0.014 -0.075 -0.108 0.1018
H -4.1884 3.3362 1.7924 0.127 -0.080 -0.027 0.1038
H -2.0467 4.5650 1.5110 0.021 -0.569 0.184 0.1157
H 0.1075 3.3285 1.5459 -0.316 -0.103 -0.101 0.1124
H 1.3491 -2.4056 2.3156 -0.139 0.139 0.340 0.0908
H 1.0570 -3.6563 4.4603 -0.070 0.194 0.099 0.0984
H -0.0285 -2.5404 6.4415 0.066 0.087 -0.362 0.1018
H -0.8751 -0.1873 6.1907 0.137 -0.257 0.022 0.1031
H -0.5879 1.0068 4.1055 0.037 -0.243 0.034 0.0941
```
Forces are in eV/Å.

The largest force on an atom comes out at 7.00 eV Å⁻¹. As for the spin multiplicity: 5. The HOMO energy (alpha / beta) is -0.226 / -0.257 Ha. The calculation puts the energy relative to the best compared isomer or geometry (same formula, charge and spin) at 109.38 kcal/mol.